Record 1
75
Properties=species:S:1:pos:R:3 method="wB97M-V/def2-TZVPD" lumo_ev="-1.04 / -1.04" gap_ev="5.26 / 5.26" e_homo_ev="-6.30 / -6.30"
O -1.833 -2.321 -3.098
H -2.499 -3.006 -2.924
Sn -0.473 -1.667 -1.666
N -0.250 -2.868 0.291
N -2.367 -1.444 -0.540
N 1.434 -0.488 -2.157
N -1.011 0.254 -2.551
O 0.836 -3.344 0.760
O 2.825 -0.538 -1.897
O -2.284 0.643 -2.706
O -3.429 -0.832 -0.965
C -2.560 -2.275 0.508
C -1.447 -3.053 0.931
C 1.218 0.492 -3.047
C -0.122 0.915 -3.300
C -1.509 -4.046 2.023
H -1.578 -3.518 2.983
H -0.628 -4.696 2.013
H -2.401 -4.675 1.932
C -3.932 -2.372 1.053
H -4.685 -2.593 0.285
H -4.203 -1.401 1.483
H -3.985 -3.161 1.807
C 2.437 1.118 -3.594
C -0.488 1.994 -4.254
H 3.119 0.342 -3.993
H 2.968 1.723 -2.833
H 2.172 1.804 -4.422
H -1.566 1.918 -4.450
H 0.075 1.892 -5.197
H -0.284 2.981 -3.803
H 2.937 -1.294 -1.240
H -2.811 0.007 -2.030
C 0.181 -3.246 -2.738
H 0.097 -4.065 -2.048
H 1.170 -2.880 -3.003
H -0.263 -3.645 -3.676
O 1.930 -5.928 -0.461
H 2.914 -5.841 -0.618
H 1.685 -5.003 -0.193
O 0.067 -0.191 0.232
P 0.340 1.025 1.091
C 1.680 2.002 0.351
C 1.543 3.294 -0.157
C 2.616 3.922 -0.805
C 3.848 3.268 -0.907
C 3.987 1.984 -0.396
C 2.923 1.366 0.260
C -1.139 2.070 1.179
C -1.663 2.564 -0.021
C -2.872 3.246 -0.053
C -3.591 3.469 1.127
C -3.100 2.940 2.329
C -1.900 2.225 2.346
C 0.844 0.606 2.789
C 1.086 1.572 3.790
C 1.460 1.180 5.084
C 1.593 -0.172 5.404
C 1.372 -1.138 4.413
C 1.011 -0.737 3.118
H 0.601 3.835 -0.033
H 2.513 4.936 -1.182
H 4.715 3.775 -1.349
H 4.947 1.469 -0.451
H 3.067 0.407 0.762
H -1.134 2.355 -0.961
H -3.265 3.600 -1.007
H -4.532 4.025 1.105
H -3.672 3.080 3.243
H -1.578 1.744 3.275
H 0.977 2.632 3.548
H 1.647 1.942 5.852
H 1.884 -0.499 6.407
H 1.476 -2.201 4.620
H 0.860 -1.482 2.335

Record 2
72
Properties=species:S:1:pos:R:3 method="wB97M-V/def2-TZVPD" lumo_ev="-1.14 / -1.27" spin_multiplicity=3 gap_ev="7.30 / 7.28" e_homo_ev="-8.44 / -8.55" s2=2.0216
Ni 3.199 -0.371 -3.121
C 0.667 -1.608 1.598
C 1.916 -1.580 1.112
C 2.744 -2.568 0.316
C 2.317 -2.750 -1.134
C 0.844 -3.237 -1.350
C 0.007 -3.531 -0.342
C 0.298 -3.945 1.065
C -0.064 -2.804 2.095
C 1.094 0.199 -3.136
H 0.096 -0.683 1.539
H 2.490 -0.662 1.317
H 2.759 -3.573 0.758
H 3.794 -2.200 0.398
H 2.546 -1.745 -1.602
H 2.939 -3.531 -1.622
H 0.551 -3.392 -2.415
H -1.027 -3.861 -0.574
H 1.344 -4.172 1.292
H -0.294 -4.852 1.255
H -1.129 -2.520 2.161
H 0.247 -3.136 3.102
H 0.623 -0.448 -2.361
H 0.612 -0.131 -4.072
H 0.971 1.288 -3.074
P 4.262 -3.910 -4.489
P 6.546 -2.574 -1.936
N 3.417 -5.493 -4.413
N 4.662 -4.083 -6.199
N 6.786 -3.926 -0.783
N 8.184 -1.978 -1.699
C 5.784 -4.671 -3.775
C 6.885 -3.591 -3.482
C 2.016 -5.516 -4.440
C 1.602 -6.822 -4.643
C 2.772 -7.628 -4.788
C 3.871 -6.781 -4.682
C 4.379 -3.053 -7.105
C 4.919 -3.382 -8.335
C 5.596 -4.626 -8.193
C 5.406 -5.051 -6.879
C 6.145 -4.010 0.478
C 6.373 -5.284 1.013
C 7.154 -6.031 0.041
C 7.430 -5.155 -1.010
C 9.372 -2.578 -1.253
C 10.429 -1.720 -1.527
C 9.890 -0.570 -2.185
C 8.520 -0.742 -2.279
H 6.249 -5.466 -4.399
H 5.476 -5.194 -2.841
H 7.878 -4.116 -3.447
H 6.920 -2.840 -4.310
H 1.471 -4.602 -4.244
H 0.588 -7.216 -4.613
H 2.803 -8.709 -4.865
H 4.928 -7.005 -4.726
H 3.837 -2.191 -6.753
H 4.825 -2.819 -9.252
H 6.143 -5.142 -8.967
H 5.743 -5.950 -6.398
H 5.613 -3.168 0.910
H 6.024 -5.658 1.973
H 7.428 -7.081 0.074
H 8.044 -5.302 -1.892
H 9.380 -3.534 -0.750
H 11.474 -1.883 -1.307
H 10.462 0.270 -2.558
H 7.731 -0.121 -2.678
O 2.147 1.476 -1.147
N 3.075 1.336 -1.974
O 3.398 2.177 -2.887

Record 3
68
Properties=species:S:1:pos:R:3 method="wB97M-V/def2-TZVPD" lumo_ev=0.60 smiles="CCCCN(C)C(=O)c1nc2ccccn2c1CN1CCN(C/C=C/c2ccccc2)CC1" gap_ev=8.71 e_homo_ev=-8.11
C 3.398 1.712 -0.954
C 2.602 1.117 -2.108
C 2.718 1.960 -3.376
C 1.991 1.317 -4.562
N 0.586 1.080 -4.296
C -0.257 2.248 -4.249
C 0.200 -0.181 -4.002
O 0.990 -1.119 -4.042
C -1.197 -0.436 -3.580
N -2.300 0.248 -3.978
C -3.326 -0.323 -3.377
C -4.694 -0.018 -3.431
C -5.565 -0.760 -2.687
C -5.092 -1.813 -1.872
C -3.765 -2.107 -1.826
N -2.901 -1.381 -2.575
C -1.549 -1.466 -2.718
C -0.734 -2.480 -2.001
N -0.888 -2.339 -0.555
C -0.254 -3.433 0.156
C -0.503 -3.285 1.654
N 0.057 -2.031 2.115
C -0.037 -1.873 3.557
C 0.760 -0.691 4.004
C 0.324 0.225 4.864
C 1.063 1.382 5.350
C 2.247 1.828 4.760
C 2.913 2.931 5.259
C 2.414 3.614 6.356
C 1.237 3.189 6.948
C 0.568 2.089 6.448
C -0.578 -0.936 1.409
C -0.331 -1.082 -0.086
H 4.454 1.770 -1.208
H 3.292 1.101 -0.061
H 3.047 2.717 -0.724
H 2.957 0.106 -2.320
H 1.551 1.039 -1.819
H 2.317 2.959 -3.189
H 3.770 2.072 -3.645
H 2.440 0.346 -4.780
H 2.078 1.959 -5.444
H -0.034 2.881 -5.110
H -0.078 2.825 -3.337
H -1.301 1.948 -4.288
H -5.015 0.797 -4.059
H -6.622 -0.547 -2.710
H -5.787 -2.386 -1.280
H -3.337 -2.881 -1.210
H -1.079 -3.483 -2.277
H 0.312 -2.377 -2.326
H -0.682 -4.376 -0.193
H 0.834 -3.452 -0.026
H -0.016 -4.107 2.184
H -1.590 -3.337 1.846
H 0.388 -2.777 4.010
H -1.085 -1.783 3.898
H 1.750 -0.639 3.574
H -0.670 0.113 5.282
H 2.644 1.314 3.898
H 3.827 3.263 4.788
H 2.938 4.475 6.744
H 0.839 3.718 7.802
H -0.351 1.762 6.915
H -0.152 0.005 1.764
H -1.668 -0.918 1.595
H -0.817 -0.261 -0.619
H 0.754 -1.032 -0.281

Record 4
77
Properties=species:S:1:pos:R:3 method="wB97M-V/def2-TZVPD" lumo_ev=-0.60 gap_ev=6.73 e_homo_ev=-7.33
Au 1.213 0.120 -1.035
C 2.442 -3.135 -0.974
Si 2.968 -1.358 -0.662
C 3.519 -1.237 1.127
C 4.444 -0.988 -1.752
C 5.584 -1.795 -1.832
C 6.647 -1.433 -2.642
C 6.586 -0.256 -3.383
C 5.461 0.548 -3.313
C 4.379 0.188 -2.502
Si 2.802 1.197 -2.372
C 3.178 2.834 -1.575
C 2.076 1.399 -4.069
H 3.166 -3.817 -0.520
H 2.407 -3.343 -2.044
H 1.464 -3.371 -0.549
H 4.342 -1.928 1.325
H 2.712 -1.468 1.825
H 3.864 -0.223 1.339
H 5.646 -2.716 -1.261
H 7.524 -2.065 -2.701
H 7.417 0.028 -4.017
H 5.427 1.458 -3.903
H 3.863 3.403 -2.210
H 3.656 2.689 -0.605
H 2.261 3.407 -1.446
H 2.808 1.878 -4.726
H 1.177 2.012 -4.038
H 1.825 0.425 -4.493
O 0.166 1.987 -1.557
C -1.042 2.236 -1.972
C -1.488 3.578 -1.851
C -2.735 3.988 -2.251
C -3.635 3.073 -2.801
C -3.226 1.766 -2.938
C -1.953 1.318 -2.553
C -1.627 -0.095 -2.784
N -0.609 -0.786 -2.311
C -0.728 -2.072 -2.791
C -1.827 -2.162 -3.579
N -2.387 -0.905 -3.571
H -0.785 4.277 -1.417
H -3.020 5.025 -2.130
H -4.625 3.376 -3.110
H -3.940 1.058 -3.344
H -0.001 -2.829 -2.555
H -2.247 -2.972 -4.145
H -3.194 -0.618 -4.093
C -6.450 -2.141 5.078
C -5.513 -1.246 4.277
S -3.829 -1.516 4.762
O -3.729 -1.405 6.195
O -3.344 -2.703 4.097
C -2.974 -0.137 4.044
C -1.468 -0.291 4.248
N -0.735 0.325 3.144
C -0.289 -0.352 2.058
N 0.351 0.448 1.223
C 0.324 1.698 1.765
C -0.341 1.635 2.946
N -0.668 2.730 3.829
O -1.450 2.508 4.744
O -0.175 3.805 3.571
C -0.501 -1.805 1.829
H -7.476 -1.955 4.764
H -6.366 -1.937 6.143
H -6.226 -3.193 4.909
H -5.724 -0.189 4.439
H -5.552 -1.464 3.210
H -3.339 0.776 4.511
H -3.224 -0.136 2.981
H -1.181 -1.341 4.267
H -1.165 0.169 5.180
H 0.747 2.556 1.273
H -0.128 -2.412 2.654
H 0.028 -2.083 0.920
H -1.560 -2.039 1.703

Record 5
74
Properties=species:S:1:pos:R:3 method="wB97M-V/def2-TZVPD" lumo_ev=-4.81 total_charge=+1 gap_ev=5.66 e_homo_ev=-10.47
Rh -0.633 -1.892 -0.463
C 2.293 -2.088 -2.332
C 2.382 -2.732 -0.961
C 1.895 -4.170 -0.993
C 3.785 -2.607 -0.394
O 1.464 -1.954 -0.081
Si 1.456 -1.921 1.614
S -0.653 -1.542 1.706
O 1.913 -3.376 2.112
C 2.190 -3.875 3.456
C 2.022 -5.381 3.369
C 1.190 -3.266 4.427
C 3.618 -3.497 3.813
O 2.409 -0.795 2.233
C 2.403 0.628 2.508
C 1.525 0.873 3.725
C 3.850 0.993 2.790
C 1.881 1.372 1.290
H 2.905 -2.650 -3.037
H 2.663 -1.063 -2.311
H 1.268 -2.093 -2.711
H 2.543 -4.760 -1.641
H 0.882 -4.230 -1.401
H 1.904 -4.607 0.004
H 4.488 -3.098 -1.067
H 3.862 -3.083 0.582
H 4.072 -1.558 -0.305
H 1.003 -5.635 3.075
H 2.228 -5.839 4.337
H 2.714 -5.798 2.637
H 0.168 -3.511 4.131
H 1.300 -2.179 4.472
H 1.355 -3.655 5.432
H 4.316 -3.921 3.090
H 3.871 -3.888 4.799
H 3.741 -2.414 3.826
H 1.896 0.305 4.579
H 0.493 0.582 3.526
H 1.536 1.931 3.989
H 4.226 0.422 3.640
H 3.933 2.055 3.024
H 4.476 0.777 1.923
H 0.847 1.090 1.081
H 2.505 1.153 0.421
H 1.909 2.448 1.468
Br -6.434 8.981 -4.665
C -5.658 7.369 -4.066
C -6.300 6.165 -4.334
C -5.738 4.982 -3.898
C -4.533 5.008 -3.198
C -3.897 6.216 -2.944
C -4.460 7.407 -3.373
N -3.869 3.848 -2.711
N -4.524 2.798 -2.810
C -3.899 1.631 -2.299
C -4.770 0.598 -2.042
C -4.373 -0.636 -1.507
C -3.046 -0.844 -1.229
O -2.543 -1.986 -0.759
C -2.131 0.186 -1.528
N -0.821 -0.140 -1.294
C 0.145 0.719 -1.560
C -0.142 1.962 -2.123
C -1.446 2.320 -2.370
C -2.503 1.432 -2.065
H -7.232 6.162 -4.881
H -6.220 4.036 -4.099
H -2.963 6.212 -2.398
H -3.975 8.352 -3.175
H -5.815 0.770 -2.267
H -5.093 -1.419 -1.317
H 1.150 0.406 -1.322
H 0.672 2.632 -2.356
H -1.675 3.284 -2.794

Record 6
73
Properties=species:S:1:pos:R:3 method="wB97M-V/def2-TZVPD" lumo_ev="-3.39 / -3.51" spin_multiplicity=2 total_charge=+1 gap_ev="7.44 / 7.39" e_homo_ev="-10.83 / -10.90" s2=0.7584
Ru -0.522 -0.234 0.475
O -2.137 -0.362 2.052
C -2.467 0.553 2.820
C -1.901 1.861 2.872
C -2.465 2.752 3.808
C -2.003 4.030 3.891
C -0.971 4.486 3.060
C -0.405 3.634 2.153
C -0.843 2.293 2.027
O -0.216 1.572 1.144
N -2.605 4.951 4.866
O -3.445 4.497 5.615
O -2.147 6.072 4.921
H -3.272 0.340 3.535
H -3.266 2.428 4.460
H -0.639 5.511 3.152
H 0.390 3.966 1.500
N -1.992 -1.773 -0.282
C -1.722 -3.131 0.091
C -2.312 -4.222 -0.474
C -2.025 -5.517 0.015
C -1.172 -5.690 1.064
C -0.519 -4.575 1.645
C 0.405 -4.683 2.706
C 1.025 -3.558 3.168
C 0.754 -2.328 2.546
N -0.099 -2.178 1.556
C -0.774 -3.291 1.129
H -2.699 -1.399 0.351
H -2.334 -1.675 -1.232
H -3.022 -4.096 -1.282
H -2.510 -6.369 -0.441
H -0.973 -6.678 1.460
H 0.610 -5.654 3.140
H 1.732 -3.593 3.985
H 1.246 -1.434 2.897
C 2.782 0.637 2.356
C 2.909 -0.287 1.145
P 1.642 -0.004 -0.133
C 1.999 1.687 -0.726
C 3.263 1.849 -1.565
C 2.055 -1.154 -1.498
C 3.515 -1.546 -1.712
H 3.545 0.405 3.099
H 1.805 0.555 2.837
H 2.908 1.681 2.072
H 2.896 -1.340 1.430
H 3.861 -0.127 0.633
H 2.038 2.327 0.156
H 1.118 1.989 -1.286
H 4.157 1.481 -1.060
H 3.426 2.906 -1.777
H 3.177 1.338 -2.524
H 1.618 -0.688 -2.381
H 1.456 -2.051 -1.312
H 4.141 -0.699 -1.985
H 3.584 -2.274 -2.521
H 3.947 -2.012 -0.826
C -2.292 2.621 -4.289
Si -1.086 1.201 -4.257
C -1.750 -0.269 -5.196
C 0.578 1.716 -4.929
C -0.839 0.687 -2.503
C -0.635 0.371 -1.343
H -2.456 2.974 -5.310
H -1.918 3.460 -3.701
H -3.258 2.325 -3.876
H -1.894 -0.027 -6.251
H -2.713 -0.590 -4.794
H -1.060 -1.113 -5.138
H 0.500 1.987 -5.984
H 1.306 0.904 -4.850
H 0.972 2.581 -4.393